Record 1
Entry from the OMol25 dataset: a molecular structure, C39H48FN7O5Sn (the ωB97M-V functional and the def2-TZVPD basis).

Each line ends with the Mulliken charge.
Element x y z (Å)
Sn -1.27 -0.82 1.34  1.088
O 0.81 -0.25 -0.47  0.220
C 1.80 0.52 -0.41  0.080
C 3.03 0.22 -1.10  -1.058
C 4.16 0.99 -0.96  -0.609
C 4.15 2.17 -0.19  -1.037
C 2.98 2.50 0.47  -0.568
C 1.82 1.72 0.40  1.185
C 0.76 2.10 1.31  -1.402
N -0.28 1.47 1.70  0.609
C -1.03 2.12 2.80  -1.008
C -2.16 1.23 3.29  -1.104
N -1.64 -0.14 3.39  -0.048
C -2.46 -1.00 4.03  -0.962
C -2.16 -2.28 4.43  -0.044
C -3.25 -3.09 4.93  -0.699
C -3.10 -4.36 5.33  -0.917
C -1.78 -4.95 5.29  -0.437
C -0.71 -4.27 4.85  -1.729
C -0.76 -2.85 4.37  2.945
O -0.40 -2.83 2.93  0.967
H 3.05 -0.70 -1.68  0.428
H 5.08 0.68 -1.45  0.425
H 5.05 2.75 -0.05  0.498
H 2.96 3.38 1.10  0.423
H 0.96 3.06 1.81  0.172
H -1.42 3.08 2.46  0.349
H -0.33 2.29 3.62  0.653
H -3.01 1.29 2.60  0.335
H -2.48 1.59 4.26  0.579
H -3.48 -0.66 4.23  0.275
H -4.23 -2.62 4.95  0.353
H -3.94 -4.94 5.69  0.385
H -1.65 -5.97 5.63  0.404
H 0.27 -4.73 4.86  0.442
F 0.59 5.22 -1.36  -0.444
C -0.07 4.10 -1.74  0.509
C -1.11 3.62 -1.00  -0.444
C -1.75 2.44 -1.37  0.614
C -2.80 1.89 -0.48  1.175
O -3.17 2.51 0.51  -0.727
C -3.30 0.60 -0.89  -0.467
C -2.92 0.06 -2.07  -0.215
N -1.96 0.59 -2.89  0.433
C -1.60 -0.04 -4.13  -0.305
C -0.31 -0.81 -4.21  -0.184
C -1.62 -1.53 -4.27  -0.925
C -1.33 1.76 -2.52  0.163
C -0.26 2.27 -3.27  -1.372
C 0.38 3.42 -2.88  -0.721
N 1.59 3.78 -3.55  0.296
C 2.75 3.54 -2.70  0.788
C 4.01 3.64 -3.52  -1.211
N 4.06 5.01 -4.14  -0.057
C 2.84 5.28 -4.97  -0.852
C 1.61 5.12 -4.10  -0.406
C -4.15 -0.25 0.05  -0.152
O -5.25 -0.64 -0.30  -0.728
O -3.53 -0.52 1.15  -0.813
H -1.44 4.13 -0.10  0.586
H -3.37 -0.86 -2.41  0.861
H -1.89 0.54 -5.01  0.407
H 0.24 -0.88 -3.28  -0.008
H 0.29 -0.72 -5.11  0.361
H -1.90 -2.13 -3.42  0.087
H -1.96 -1.92 -5.22  0.315
H 0.12 1.74 -4.12  0.470
H 2.68 2.55 -2.27  -0.601
H 2.79 4.25 -1.86  0.302
H 4.02 2.92 -4.34  0.281
H 4.89 3.51 -2.89  0.513
H 4.91 5.13 -4.70  0.366
H 4.11 5.70 -3.38  0.429
H 2.85 4.55 -5.78  0.367
H 2.92 6.29 -5.38  0.432
H 0.73 5.28 -4.73  0.425
H 1.60 5.91 -3.33  0.371
C 0.25 -2.00 5.14  -1.690
N 0.89 -3.41 2.71  -0.188
C 1.74 -2.41 2.08  -0.917
C 0.73 -4.63 1.93  -1.206
C 0.37 -4.49 0.45  -1.097
N -0.87 -3.77 0.21  1.344
C -2.05 -4.45 0.71  -1.061
C -1.01 -3.36 -1.16  -1.275
H 1.25 -2.42 5.03  0.437
H -0.02 -2.02 6.20  0.364
H 0.23 -0.97 4.79  0.201
H 2.72 -2.85 1.91  0.371
H 1.86 -1.57 2.77  0.267
H 1.35 -2.03 1.13  0.079
H 0.00 -5.24 2.45  0.556
H 1.69 -5.16 1.98  0.340
H 0.35 -5.50 0.01  0.408
H 1.17 -3.94 -0.06  0.295
H -2.21 -5.42 0.21  0.277
H -2.92 -3.82 0.54  0.285
H -1.97 -4.61 1.78  0.193
H -1.14 -4.20 -1.87  0.380
H -0.14 -2.77 -1.46  0.256
H -1.89 -2.71 -1.24  0.268

## Properties
lowest unoccupied orbital energy: -1.406 eV
energy: -70434.7283 eV
E_HOMO: -0.209 Eh
net charge: 0
orbital gap: 4.3 eV



Record 2
Entry from the OMol25 dataset: a molecular structure, C39H48IrN5O2PS (the ωB97M-V functional and the def2-TZVPD basis).

Each line ends with the Löwdin spin population.
Element x y z (Å)
Ir 0.31 -0.33 0.38  2.127
O 0.21 0.81 2.40  0.109
N 0.98 0.56 3.47  -0.004
C 0.46 -0.29 4.40  0.008
C 1.10 -0.58 5.56  -0.001
C 2.34 0.03 5.80  0.009
C 2.88 0.85 4.85  -0.001
C 2.22 1.14 3.62  0.009
S 2.94 2.10 2.40  0.014
H -0.50 -0.70 4.13  0.001
H 0.65 -1.25 6.28  0.000
H 2.87 -0.15 6.73  0.001
H 3.84 1.33 4.99  0.000
N -2.14 0.52 0.63  0.091
C -2.53 1.33 -0.48  0.005
C -3.85 1.36 -0.91  0.005
C -4.21 2.16 -1.99  0.000
C -3.26 2.95 -2.63  0.005
C -1.94 2.90 -2.21  0.001
C -1.55 2.06 -1.17  0.010
P 0.18 1.91 -0.60  0.064
C 0.32 3.59 0.13  0.009
C -0.25 3.82 1.38  0.003
C -0.34 5.11 1.88  0.000
C 0.15 6.18 1.15  0.001
C 0.72 5.96 -0.09  0.000
C 0.81 4.67 -0.60  0.002
C 1.27 2.00 -2.06  0.009
C 0.90 1.60 -3.34  0.004
C 1.85 1.55 -4.36  0.000
C 3.17 1.90 -4.11  0.004
C 3.55 2.31 -2.84  0.000
C 2.60 2.35 -1.82  0.004
H -1.72 1.03 1.41  0.001
H -2.90 -0.05 0.98  0.002
H -4.60 0.77 -0.40  0.000
H -5.24 2.17 -2.32  0.000
H -3.55 3.61 -3.44  0.000
H -1.20 3.52 -2.70  0.000
H -0.59 2.98 1.97  0.001
H -0.78 5.27 2.86  0.000
H 0.08 7.19 1.55  0.000
H 1.10 6.80 -0.66  0.000
H 1.25 4.53 -1.58  0.000
H -0.13 1.34 -3.55  0.000
H 1.55 1.25 -5.36  0.000
H 3.90 1.87 -4.91  0.000
H 4.57 2.61 -2.64  0.000
H 2.89 2.72 -0.83  0.000
C -1.83 -2.24 -3.69  0.001
C -0.39 -2.45 -4.15  0.000
C 0.41 -1.86 -2.99  0.007
O -0.44 -0.87 -2.38  0.065
C -1.74 -0.89 -3.01  0.004
H -2.11 -3.01 -2.96  0.000
H -2.56 -2.24 -4.50  0.000
H -0.20 -1.89 -5.07  0.000
H -0.14 -3.50 -4.32  0.000
H 1.33 -1.38 -3.32  0.001
H 0.65 -2.62 -2.24  0.002
H -1.81 -0.08 -3.74  0.000
H -2.50 -0.72 -2.25  0.000
N 5.33 -1.75 0.10  0.000
C 4.76 -1.12 -1.14  0.003
C 3.25 -1.00 -0.96  0.010
N 2.88 -0.28 0.26  0.102
C 3.52 -0.82 1.46  0.005
C 5.03 -0.91 1.32  0.004
H 6.33 -1.93 0.01  0.000
H 4.88 -2.65 0.24  0.000
H 5.03 -1.73 -2.00  0.001
H 5.22 -0.14 -1.24  0.000
H 2.81 -2.00 -0.92  0.003
H 2.84 -0.49 -1.83  0.002
H 3.04 0.72 0.18  0.002
H 3.10 -1.81 1.66  0.000
H 3.29 -0.16 2.29  0.000
H 5.50 -1.36 2.19  0.001
H 5.46 0.08 1.15  0.000
C 2.24 -4.22 1.33  0.021
C 0.89 -4.53 0.73  0.111
C 0.55 -5.83 0.40  -0.012
C -0.70 -6.14 -0.12  0.125
C -1.65 -5.13 -0.27  -0.011
C -1.37 -3.82 0.05  0.115
C -2.43 -2.77 -0.05  0.017
C -0.05 -3.47 0.51  0.084
N 0.31 -2.20 0.73  0.814
H 2.64 -5.10 1.84  0.001
H 2.16 -3.41 2.05  0.005
H 2.96 -3.93 0.55  0.005
H 1.28 -6.62 0.57  -0.003
H -0.94 -7.17 -0.37  0.008
H -2.64 -5.38 -0.64  -0.002
H -2.77 -2.49 0.96  0.005
H -3.30 -3.13 -0.61  0.000
H -2.05 -1.86 -0.51  0.006

## Properties
lowest unoccupied orbital energy (spin up / spin down): -2.635 / -2.970 eV
⟨S²⟩: 6.05
energy: -75721.1360 eV
E_HOMO (spin up / spin down): -0.324 / -0.345 Eh
net charge: +1
2S+1: 5
orbital gap (spin up / spin down): 6.2 / 6.4 eV



Record 3
Entry from the OMol25 dataset: a molecular structure, C39H48MnN7P2Si2 (the ωB97M-V functional and the def2-TZVPD basis).

Each line ends with the Löwdin spin population.
Element x y z (Å)
Mn 0.11 -0.42 1.06  1.016
C -0.69 2.84 3.56  0.003
Si -1.69 3.18 0.53  0.001
C -3.44 2.63 0.43  0.001
C -1.42 4.82 -0.26  -0.001
N -0.56 1.84 0.07  -0.012
P 0.63 1.48 -1.11  0.003
C 1.54 0.26 -0.51  0.012
P 1.76 -1.33 -0.86  0.002
N 0.97 -2.24 0.34  -0.013
Si -1.04 -3.73 1.42  -0.005
C -2.85 -3.71 1.90  0.000
C -0.72 -5.25 0.37  -0.003
C 0.03 -3.84 2.97  0.002
C 1.30 -1.94 -2.49  -0.001
C 1.95 -1.33 -3.57  0.000
C 1.64 -1.69 -4.87  0.000
C 0.69 -2.68 -5.11  0.000
C 0.07 -3.31 -4.05  0.000
C 0.37 -2.94 -2.74  0.000
C 3.47 -1.87 -0.66  0.001
C 3.80 -3.22 -0.74  0.000
C 5.12 -3.62 -0.60  0.000
C 6.11 -2.67 -0.40  0.000
C 5.78 -1.32 -0.33  0.000
C 4.46 -0.92 -0.45  0.000
C 1.66 2.93 -1.41  0.000
C 2.39 3.02 -2.59  -0.001
C 3.31 4.04 -2.77  0.000
C 3.53 4.97 -1.76  -0.001
C 2.82 4.88 -0.57  0.000
C 1.90 3.86 -0.39  -0.001
C -0.49 1.33 -2.52  0.002
C -0.67 2.35 -3.46  0.001
C -1.60 2.20 -4.48  0.000
C -2.37 1.05 -4.56  0.000
C -2.21 0.04 -3.62  0.000
C -1.29 0.19 -2.60  0.000
H -1.47 2.24 4.04  0.001
H -0.13 4.87 3.89  0.000
H 0.27 2.54 3.99  0.000
H -4.12 3.44 0.70  0.000
H -3.64 1.78 1.09  0.000
H -3.65 2.33 -0.60  0.000
H -2.07 5.55 0.24  0.000
H -1.74 4.76 -1.30  0.000
H -0.40 5.18 -0.23  0.000
H -3.50 -3.49 1.05  0.000
H -3.05 -3.00 2.70  0.000
H -3.13 -4.70 2.28  0.000
H -1.45 -5.34 -0.44  0.000
H -0.77 -6.17 0.96  0.000
H 0.27 -5.20 -0.08  0.000
H 0.37 -2.86 3.30  0.001
H 0.92 -4.46 2.80  0.000
H -0.52 -4.30 3.79  0.000
H 2.70 -0.57 -3.39  0.000
H 2.14 -1.21 -5.70  0.000
H 0.45 -2.96 -6.13  0.000
H -0.65 -4.10 -4.23  0.000
H -0.11 -3.46 -1.92  0.000
H 3.03 -3.97 -0.93  0.000
H 5.38 -4.67 -0.66  0.000
H 7.14 -2.98 -0.29  0.000
H 6.56 -0.58 -0.17  0.000
H 4.18 0.12 -0.38  0.000
H 2.25 2.29 -3.38  0.000
H 3.87 4.11 -3.70  0.000
H 4.25 5.77 -1.90  0.000
H 3.01 5.59 0.22  0.000
H 1.38 3.77 0.55  0.000
H -0.08 3.26 -3.41  0.000
H -1.73 2.99 -5.21  0.000
H -3.09 0.94 -5.36  0.000
H -2.81 -0.86 -3.68  0.000
H -1.17 -0.60 -1.86  0.000
N -3.03 5.12 2.89  0.000
C -2.04 4.76 3.36  0.000
N -0.93 4.25 3.93  0.001
C -0.75 2.64 2.09  0.021
N -0.08 1.73 1.46  -0.004
C -0.52 -2.23 0.44  -0.033
H 1.54 -2.85 0.90  0.004
H -0.97 -2.28 -0.56  -0.004
C -4.89 -0.40 3.23  0.000
C -3.41 -0.41 3.36  -0.001
C -2.58 -0.42 4.45  0.000
C -1.26 -0.48 3.94  0.004
N -1.30 -0.51 2.62  -0.003
N -2.60 -0.47 2.28  -0.007
C 0.02 -0.53 4.69  0.007
H -5.35 -0.28 4.21  0.000
H -5.25 -1.33 2.80  0.000
H -5.23 0.42 2.60  0.000
H -2.88 -0.40 5.49  0.000
H -2.83 -0.57 1.30  -0.003
H 0.08 0.28 5.43  0.000
H 0.88 -0.45 4.02  0.006
H 0.11 -1.47 5.24  0.000

## Properties
lowest unoccupied orbital energy (spin up / spin down): -2.139 / -2.200 eV
⟨S²⟩: 1.21
energy: -117299.2701 eV
E_HOMO (spin up / spin down): -0.359 / -0.351 Eh
net charge: +1
2S+1: 2
orbital gap (spin up / spin down): 7.6 / 7.3 eV



Q: Which value of net charge does entry 2 give?
A: +1



Q: Which of these has the highest energy?
A: C39H48FN7O5Sn